{
  "formula": "C36H74Cl42FN5O3P",
  "method": "ωB97M-V with the def2-TZVPD basis set",
  "elements": ["C", "C", "O", "C", "C", "O", "C", "C", "O", "C", "N", "N", "C", "N", "P", "N", "C", "C", "F", "N", "C", "C", "C", "C", "C", "H", "H", "H", "H", "H", "H", "H", "H", "H", "H", "H", "H", "H", "H", "H", "H", "H", "H", "H", "H", "H", "H", "H", "H", "H", "H", "H", "H", "H", "H", "H", "H", "C", "Cl", "Cl", "H", "H", "C", "Cl", "Cl", "H", "H", "C", "Cl", "Cl", "H", "H", "C", "Cl", "Cl", "H", "H", "C", "Cl", "Cl", "H", "H", "C", "Cl", "Cl", "H", "H", "C", "Cl", "Cl", "H", "H", "C", "Cl", "Cl", "H", "H", "C", "Cl", "Cl", "H", "H", "C", "Cl", "Cl", "H", "H", "C", "Cl", "Cl", "H", "H", "C", "Cl", "Cl", "H", "H", "C", "Cl", "Cl", "H", "H", "C", "Cl", "Cl", "H", "H", "C", "Cl", "Cl", "H", "H", "C", "Cl", "Cl", "H", "H", "C", "Cl", "Cl", "H", "H", "C", "Cl", "Cl", "H", "H", "C", "Cl", "Cl", "H", "H", "C", "Cl", "Cl", "H", "H", "C", "Cl", "Cl", "H", "H"],
  "coordinates": [[0.972, -2.867, 1.865], [-0.110, -2.142, 1.047], [-0.022, -0.730, 1.156], [0.230, -0.056, -0.060], [-0.588, 1.248, -0.039], [-1.842, 1.132, -0.709], [-1.692, 1.148, -2.116], [-3.091, 1.051, -2.680], [-3.560, -0.252, -2.264], [-4.938, -0.323, -2.338], [-5.495, 0.061, -1.042], [-4.780, 0.616, -0.051], [-5.539, 0.872, 0.973], [-5.227, 1.413, 2.158], [-6.576, 1.643, 3.294], [-6.849, 0.301, 4.047], [-3.865, 1.768, 2.478], [-3.688, 3.181, 3.050], [-3.371, 0.887, 3.421], [-6.783, 0.476, 0.640], [-6.713, -0.024, -0.552], [-7.890, -0.612, -1.236], [-8.075, -2.104, -0.833], [-7.009, -3.062, -1.505], [-7.906, -2.340, 0.690], [1.045, -2.383, 2.841], [0.716, -3.922, 1.982], [1.920, -2.802, 1.318], [-0.060, -2.524, 0.020], [-1.079, -2.439, 1.470], [1.286, 0.225, -0.143], [-0.066, -0.615, -0.954], [-0.816, 1.441, 1.014], [-0.042, 2.121, -0.418], [-1.163, 0.262, -2.497], [-1.180, 2.045, -2.484], [-3.113, 1.113, -3.772], [-3.722, 1.834, -2.239], [-5.284, 0.380, -3.108], [-5.231, -1.320, -2.665], [-3.773, 0.775, -0.138], [-6.293, 2.707, 4.176], [-7.722, 1.949, 2.543], [-6.749, 0.450, 5.048], [-3.219, 1.641, 1.605], [-2.843, 3.643, 2.529], [-4.540, 3.842, 2.900], [-3.370, 3.104, 4.090], [-7.839, -0.525, -2.322], [-8.779, -0.080, -0.887], [-9.063, -2.495, -1.089], [-6.038, -2.571, -1.377], [-6.980, -3.945, -0.863], [-7.228, -3.338, -2.549], [-8.242, -3.332, 0.989], [-8.341, -1.545, 1.295], [-6.824, -2.315, 0.886], [4.595, 1.020, 0.559], [3.770, 0.542, -0.935], [5.926, 2.124, 0.225], [3.882, 1.511, 1.212], [4.989, 0.131, 1.040], [-8.417, -1.676, -5.349], [-6.648, -1.773, -5.373], [-9.079, -2.340, -3.852], [-8.711, -0.635, -5.431], [-8.811, -2.239, -6.188], [8.424, -0.652, -1.240], [10.175, -0.861, -1.149], [7.640, -1.137, 0.270], [8.204, 0.393, -1.429], [8.039, -1.266, -2.046], [3.064, -3.232, -1.249], [3.254, -4.447, 0.024], [3.448, -3.905, -2.839], [2.035, -2.889, -1.259], [3.730, -2.400, -1.044], [0.795, -6.677, -1.995], [-0.573, -7.056, -0.942], [1.388, -8.118, -2.836], [0.478, -5.950, -2.734], [1.599, -6.270, -1.392], [12.199, 2.191, -2.413], [10.654, 3.016, -2.180], [13.547, 3.333, -2.399], [12.337, 1.476, -1.610], [12.183, 1.678, -3.368], [-2.182, 6.140, 5.319], [-3.640, 6.820, 4.581], [-0.903, 5.883, 4.124], [-1.821, 6.827, 6.077], [-2.434, 5.191, 5.769], [3.750, -7.388, -5.410], [4.582, -8.718, -6.223], [3.181, -6.171, -6.561], [2.894, -7.778, -4.873], [4.437, -6.918, -4.715], [13.837, 7.263, -2.570], [14.246, 7.874, -0.964], [13.300, 8.560, -3.644], [14.716, 6.795, -2.998], [13.037, 6.536, -2.472], [2.916, -1.058, -5.199], [3.318, -0.448, -3.586], [2.348, 0.237, -6.259], [3.804, -1.503, -5.633], [2.134, -1.803, -5.106], [-5.607, -7.205, -1.011], [-7.185, -6.506, -0.626], [-4.326, -5.985, -0.959], [-5.382, -7.979, -0.287], [-5.647, -7.627, -2.008], [6.447, 5.831, 0.744], [6.330, 7.549, 0.352], [7.544, 4.988, -0.353], [6.818, 5.727, 1.757], [5.461, 5.385, 0.661], [1.081, 5.179, 7.091], [-0.355, 4.176, 6.859], [1.174, 5.811, 8.740], [1.961, 4.578, 6.894], [1.035, 6.009, 6.398], [-1.647, 3.859, -5.446], [-3.065, 2.853, -5.778], [-1.731, 4.584, -3.835], [-0.758, 3.241, -5.506], [-1.601, 4.651, -6.185], [-10.962, 1.068, 3.072], [-12.419, 1.752, 2.346], [-9.727, 0.722, 1.851], [-10.554, 1.783, 3.778], [-11.222, 0.146, 3.579], [2.247, 1.569, 5.394], [2.285, 3.147, 4.588], [3.781, 0.712, 5.221], [2.049, 1.722, 6.449], [1.459, 0.971, 4.950], [7.543, -10.392, -7.798], [7.722, -11.564, -6.486], [7.916, -11.117, -9.365], [6.519, -10.034, -7.813], [8.222, -9.564, -7.624], [-8.412, 2.793, 7.131], [-9.361, 2.363, 5.701], [-7.103, 3.911, 6.725], [-9.066, 3.265, 7.856], [-7.983, 1.889, 7.549], [12.020, 6.115, 1.801], [12.177, 4.920, 3.095], [12.395, 5.420, 0.223], [11.000, 6.483, 1.787], [12.708, 6.932, 1.994], [0.843, -11.484, -0.736], [-0.528, -11.873, 0.311], [1.439, -12.917, -1.581], [0.524, -10.753, -1.471], [1.643, -11.077, -0.129], [3.114, 8.154, 6.487], [2.208, 7.790, 5.005], [4.383, 9.343, 6.197], [2.426, 8.548, 7.227], [3.568, 7.239, 6.852]],
  "atomic_forces_ev_per_a": [[-0.123, 0.798, -0.578], [-0.125, -1.116, 1.057], [0.036, -0.461, -0.757], [-0.057, 1.320, 0.056], [0.158, -0.162, 0.549], [0.192, 0.204, -0.004], [-0.614, -0.235, -0.654], [0.486, -0.244, 0.298], [-0.173, 0.325, -0.109], [0.716, 0.313, -1.301], [-0.232, -0.629, -0.117], [3.817, 0.654, -0.516], [-2.137, -0.603, 0.020], [-0.244, 1.230, 0.092], [-0.756, -2.034, 1.209], [0.097, 0.650, 0.221], [0.301, 0.505, 0.500], [0.621, 0.015, -0.539], [-0.068, -0.310, -0.023], [-0.427, 0.797, 2.098], [-1.693, -0.457, -1.157], [-0.608, -0.771, 0.081], [0.933, -1.499, 0.234], [-0.760, 0.752, 0.757], [0.727, 0.622, -0.468], [0.132, -0.178, -0.021], [0.019, 0.073, 0.018], [-0.159, 0.077, 0.577], [-0.155, 0.436, -0.101], [-0.014, 0.122, -0.253], [-0.085, -0.294, -0.006], [0.111, -0.283, 0.233], [-0.013, 0.051, -0.117], [0.000, -0.232, -0.186], [0.177, 0.130, 0.268], [-0.065, 0.013, 0.234], [0.046, 0.064, 0.201], [0.032, -0.003, -0.173], [-0.323, -0.064, 0.245], [-0.211, -0.007, 0.583], [0.083, -0.243, -0.348], [0.383, 0.260, -0.749], [0.853, 0.625, -0.539], [0.113, -0.413, -0.047], [-0.263, -0.031, -0.125], [-0.103, 0.045, 0.079], [-0.025, -0.153, 0.191], [-0.400, 0.074, 0.049], [0.139, 0.063, 0.071], [0.188, 0.185, -0.074], [-0.073, 0.587, -0.282], [0.045, -0.327, -0.257], [0.099, -0.014, -0.458], [0.386, 0.216, 0.604], [-0.226, 0.141, -0.072], [-0.217, -0.281, 0.080], [-0.158, -0.021, 0.251], [0.139, 0.001, 0.270], [0.089, 0.103, 0.416], [-0.072, 0.045, 0.053], [-0.028, 0.058, -0.088], [0.042, -0.032, -0.119], [-0.176, 0.025, -0.068], [0.039, 0.046, -0.028], [-0.399, 0.098, -0.485], [0.065, -0.002, 0.072], [0.094, -0.082, 0.044], [-0.026, 0.140, -0.140], [0.011, 0.006, -0.062], [-0.106, -0.049, 0.003], [0.049, 0.010, 0.126], [0.044, -0.085, 0.077], [0.012, 0.066, 0.035], [0.204, -0.157, -0.199], [-0.056, -0.060, -0.069], [-0.002, -0.077, -0.004], [0.076, -0.075, -0.055], [0.037, 0.152, 0.041], [0.010, 0.062, 0.003], [-0.038, -0.024, 0.077], [-0.054, -0.101, -0.044], [-0.005, -0.116, 0.024], [-0.001, -0.127, 0.016], [-0.106, -0.060, -0.017], [0.087, -0.037, -0.036], [-0.010, 0.108, 0.065], [-0.015, 0.113, -0.032], [-0.147, 0.123, -0.061], [-0.025, -0.005, 0.008], [-0.050, 0.077, -0.144], [0.005, 0.043, -0.077], [-0.063, -0.002, -0.096], [0.022, -0.001, 0.101], [-0.029, -0.016, 0.094], [-0.030, 0.095, 0.048], [0.054, -0.031, -0.184], [0.059, 0.014, -0.102], [-0.045, -0.126, 0.002], [0.203, 0.180, -0.054], [-0.013, -0.047, -0.048], [0.033, 0.105, 0.016], [-0.037, 0.082, 0.050], [-0.052, -0.123, -0.059], [-0.057, -0.138, -0.435], [-0.019, -0.042, -0.024], [0.035, 0.102, 0.029], [-0.020, 0.062, 0.040], [0.003, -0.097, -0.020], [-0.055, -0.257, 0.025], [0.049, -0.029, -0.019], [-0.002, 0.098, 0.067], [-0.018, 0.109, -0.017], [-0.081, -0.033, 0.087], [-0.047, 0.015, 0.054], [0.114, -0.016, -0.009], [0.078, 0.044, -0.051], [0.028, 0.017, -0.094], [0.092, 0.082, 0.065], [0.178, -0.439, 0.363], [0.032, 0.048, -0.030], [-0.051, -0.051, 0.064], [-0.096, -0.031, -0.007], [0.117, 0.019, -0.055], [0.008, 0.037, -0.166], [0.041, 0.018, 0.007], [-0.054, -0.043, 0.064], [-0.108, 0.020, 0.053], [-0.139, 0.036, 0.037], [-0.004, 0.001, 0.064], [-0.142, -0.025, 0.037], [-0.126, -0.064, -0.301], [0.029, -0.028, -0.093], [-0.069, -0.091, 0.074], [-0.002, -0.027, -0.116], [-0.032, -0.021, -0.003], [0.067, 0.061, -0.021], [0.048, 0.044, -0.079], [-0.056, 0.056, -0.014], [-0.039, 0.082, 0.066], [-0.017, 0.083, -0.038], [0.055, -0.131, -0.033], [0.068, -0.087, -0.003], [0.011, -0.023, 0.132], [0.072, 0.061, 0.249], [0.033, -0.010, 0.038], [-0.006, 0.080, -0.097], [0.028, -0.003, -0.102], [-0.007, 0.161, -0.044], [-0.024, 0.040, 0.049], [-0.202, -0.238, 0.069], [-0.010, -0.101, -0.015], [0.065, -0.084, -0.011], [0.029, 0.071, -0.048], [-0.014, 0.089, 0.032], [0.056, 0.056, -0.034], [-0.066, -0.078, -0.001], [-0.018, -0.101, 0.048], [0.087, 0.055, 0.118], [-0.005, 0.032, -0.004], [-0.013, -0.041, 0.041], [-0.027, 0.045, -0.086], [0.028, 0.007, -0.096]],
  "mulliken_charge": [-0.985, -0.291, -0.300, 0.684, -0.885, -0.599, -0.666, -0.350, -0.434, -0.385, 0.213, 0.311, 0.669, 0.115, 0.274, -0.599, 1.732, -1.723, -0.382, -0.037, -0.487, -0.616, 0.295, -0.471, -1.368, 0.315, 0.386, 0.024, 0.259, 0.328, -0.390, 0.288, 0.395, 0.384, 0.279, 0.235, 0.252, 0.496, 0.265, 0.271, 0.483, -0.050, -0.015, 0.260, -0.898, 0.420, 0.455, 0.406, 0.287, 0.278, 0.607, 0.048, -0.139, 0.339, 0.503, 0.082, 0.345, -0.399, -0.086, -0.059, 0.251, 0.236, -0.344, -0.140, -0.075, 0.273, 0.359, -0.113, -0.163, -0.159, 0.147, 0.283, 0.111, -0.184, -0.111, 0.031, 0.195, 0.203, -0.157, -0.195, 0.240, -0.096, -0.321, -0.097, -0.139, 0.218, 0.348, -0.373, -0.176, -0.117, 0.392, 0.247, 0.165, -0.129, -0.178, -0.101, 0.250, -0.012, -0.147, -0.167, 0.264, 0.057, -0.459, 0.012, -0.156, 0.339, 0.258, -0.330, -0.131, -0.124, 0.303, 0.303, -0.326, -0.162, -0.097, 0.319, 0.256, 0.282, -0.130, -0.173, 0.254, -0.212, -0.178, -0.146, -0.147, 0.179, 0.331, 0.188, -0.169, -0.080, -0.275, 0.352, -0.225, -0.138, -0.154, 0.272, 0.253, -0.005, -0.148, -0.154, 0.026, 0.278, -0.421, -0.137, -0.128, 0.363, 0.294, -0.320, -0.165, -0.048, 0.263, 0.266, -0.020, -0.160, -0.154, 0.067, 0.258, -0.255, -0.147, -0.152, 0.297, 0.266],
  "e_homo_ev": -11.135,
  "homo_lumo_gap_ev": 9.18,
  "multiplicity": 1,
  "e_tot_ha": -21684.505011,
  "e_above_lowest_kj_mol": 0.0,
  "total_charge": 1
}